# 1
This record from OMol25 describes a 6-piece molecular cluster, C35H71BO6 overall at a distorted geometry. The level of theory is wB97M-V/def2-TZVPD.

The geometry in XYZ format:
```
113
Properties=species:S:1:pos:R:3
C 0.47305 3.60999 0.02670
C 0.64482 2.27227 0.18126
C -0.46280 1.25638 0.19725
B -0.36219 0.18998 1.35908
C -1.16403 -1.15546 1.35737
C -2.30947 -1.18939 2.39361
C -1.82933 -1.17513 3.84734
C -1.44059 -2.57583 4.33800
C -0.26770 -2.58430 5.31533
C 0.20980 -4.01104 5.63259
C 1.59009 -3.99159 6.29001
C 2.35984 -5.32522 6.31848
C 2.08060 -6.27547 5.15682
C 2.42360 -5.68278 3.77340
C 3.49028 -6.46026 3.00787
O 4.80846 -6.15825 3.43373
C 5.26556 -4.88960 3.01735
H 0.92430 4.15094 -0.80254
H -0.08913 4.20239 0.74857
H 1.65510 1.88266 0.33019
H -0.40672 0.72415 -0.75862
H -1.42932 1.77118 0.26875
H 0.35181 0.44515 2.29011
H -0.46688 -1.98047 1.55824
H -1.57472 -1.32759 0.35599
H -2.97434 -0.33857 2.21989
H -2.91241 -2.08225 2.21006
H -0.99845 -0.48361 3.98693
H -2.66748 -0.82833 4.45632
H -1.14762 -3.19929 3.48537
H -2.30504 -3.07552 4.78486
H -0.49628 -2.03639 6.23285
H 0.56630 -2.08741 4.80594
H -0.53376 -4.44854 6.30466
H 0.20515 -4.54758 4.68291
H 1.43542 -3.68837 7.32986
H 2.18922 -3.19337 5.84608
H 3.42990 -5.09578 6.27685
H 2.21424 -5.85082 7.26438
H 2.65733 -7.19463 5.28744
H 1.03508 -6.59021 5.15986
H 2.67536 -4.62192 3.84595
H 1.51829 -5.71704 3.15780
H 3.39158 -6.24751 1.93617
H 3.35604 -7.52477 3.20256
H 6.34164 -4.95389 2.85553
H 4.79412 -4.57608 2.07987
H 5.07844 -4.13318 3.78664
C 2.48757 6.87622 3.24947
C 3.04619 5.45738 3.32690
C 1.79778 4.65042 3.65363
O 0.70513 5.33873 3.04100
C 1.12781 6.63166 2.60841
H 3.10875 7.56016 2.67237
H 2.36572 7.29038 4.25306
H 3.44459 5.16234 2.35957
H 3.83529 5.33489 4.06708
H 1.61908 4.60417 4.73376
H 1.83699 3.63093 3.26627
H 1.20629 6.62588 1.51430
H 0.37540 7.36715 2.89625
C 5.54334 4.99171 -1.23639
C 6.86792 4.50174 -0.65554
C 6.83158 5.10488 0.74288
O 5.45490 5.16577 1.11972
C 4.62839 4.91692 -0.02142
H 5.18113 4.39527 -2.07233
H 5.64211 6.02605 -1.57271
H 6.87033 3.41117 -0.59723
H 7.74145 4.81347 -1.22610
H 7.24104 6.12080 0.74689
H 7.37561 4.51102 1.47818
H 4.18218 3.92122 0.07897
H 3.82248 5.65204 -0.04672
C -2.14569 1.12117 -4.99823
C -1.84095 1.12947 -3.50079
C -3.12456 0.55169 -2.92125
O -3.64062 -0.34816 -3.90125
C -2.94585 -0.16560 -5.14010
H -1.26110 1.13607 -5.63103
H -2.76604 1.97962 -5.26175
H -1.00357 0.46167 -3.28190
H -1.60862 2.11419 -3.09720
H -3.86700 1.33706 -2.74042
H -2.96381 0.00883 -1.98728
H -2.28535 -1.02610 -5.29659
H -3.66555 -0.13058 -5.95620
C -2.87084 0.70596 -10.55534
C -1.42180 0.34059 -10.24203
C -1.22886 0.99183 -8.87869
O -2.50364 0.96396 -8.23406
C -3.51560 0.60882 -9.17903
H -3.34140 0.05195 -11.28769
H -2.92669 1.73102 -10.92772
H -1.31889 -0.74360 -10.16105
H -0.70728 0.69537 -10.98305
H -0.91021 2.03504 -8.97843
H -0.50256 0.46735 -8.25571
H -3.84756 -0.41392 -8.96870
H -4.36677 1.27956 -9.05768
C -6.99988 -2.28915 -2.40406
C -5.54870 -2.64944 -2.09887
C -5.35084 -1.99376 -0.73921
O -6.62178 -2.02315 -0.08593
C -7.63754 -2.38284 -1.02320
H -7.47286 -2.94621 -3.13265
H -7.05744 -1.26524 -2.77984
H -5.44242 -3.73394 -2.01349
H -4.84110 -2.29115 -2.84473
H -5.03875 -0.94877 -0.84785
H -4.61783 -2.51005 -0.11663
H -7.96640 -3.40594 -0.80853
H -8.48986 -1.71371 -0.89780
```

Values from the calculation:
orbital gap: 8.140 eV
HOMO level: -7.69 eV
structure (SMILES): C=CCBCCCCCCCCCCCOC.C1CCOC1.C1CCOC1.C1CCOC1.C1CCOC1.C1CCOC1
total charge: 0

***

# 2
This record from OMol25 describes C3HO2Y as an isolated structure at a distorted geometry. The level of theory is wB97M-V/def2-TZVPD.

The geometry in XYZ format:
```
7
Properties=species:S:1:pos:R:3
C -2.65174 -0.42621 -0.06674
H -3.50839 -1.07702 -0.01456
C -1.66547 0.27047 -0.09669
O 0.23136 1.33517 0.02994
C 1.34484 0.92878 0.08267
Y 4.14336 -1.05967 0.02889
O 2.10604 0.02848 0.03648
```

Values from the calculation:
orbital gap (spin up / spin down): 11.391 / 3.810 eV
HOMO level (spin up / spin down): -25.36 / -20.17 eV
multiplicity: 2
total charge: +3